# 1
# C20H36N7NiO2SSi

A structure of composition C20H36N7NiO2SSi (ωB97M-V with the def2-TZVPD basis set, the Open Molecules 2025 dataset).

Positions of all 68 atoms, in Å:
Ni -0.1938 -1.8225 -0.3556
S -0.2507 0.0535 3.7417
Si -3.5123 1.4591 -0.5636
O -1.0216 -1.3067 -1.9920
O -1.0528 0.4368 -3.4027
N 2.5528 2.1812 1.1615
N 1.3092 -0.8784 -1.1154
N 0.7552 -4.0579 -0.2419
N 1.2374 3.2277 -0.4151
N 0.2261 -1.4690 1.5558
N -1.8155 -2.8602 -0.0125
N 0.2715 2.3121 1.4341
C 1.6434 1.1101 -2.6828
C -5.0222 2.0673 0.3386
C 0.6985 0.3060 -1.7795
C -2.4805 2.9036 -1.1747
C -3.9201 0.2947 -1.9529
C 2.6848 -1.5418 1.6450
C 1.4037 -0.2903 3.2416
C 2.7288 1.9572 -2.0128
C -0.9008 -0.9101 2.2901
C -2.4506 0.5433 0.6586
C -0.4375 -4.8406 -0.5808
C 2.5532 0.1462 3.8644
C -1.6140 -4.3081 0.2218
C 3.8466 -1.0889 2.2663
C 1.3585 2.5776 0.7338
C 3.8010 -0.2359 3.3579
C 2.2795 3.2958 -1.4247
C -0.5613 -0.2050 -2.4999
C 1.4202 -1.1277 2.0967
C -1.7499 -0.0755 1.4270
H 1.0145 1.7344 -3.3225
H -3.0906 3.5740 -1.7833
H 0.3020 3.4901 -0.6839
H 1.8801 3.9314 -2.2135
H -0.3320 -5.9094 -0.3746
H -4.7542 2.6719 1.2066
H -1.6616 2.5527 -1.8113
H 3.3923 2.4888 0.7052
H 0.3149 0.9098 -0.9536
H 4.8034 -1.4352 1.8961
H -2.2974 -2.6921 -0.8956
H 3.2371 1.3611 -1.2476
H 0.9348 -4.1190 0.7561
H -5.6313 1.2315 0.6866
H 4.7078 0.0916 3.8463
H -2.5199 -4.8628 -0.0266
H 2.6418 1.5587 1.9560
H 3.4951 2.2069 -2.7498
H -1.4213 -4.4500 1.2872
H -2.4085 -2.4612 0.7080
H 0.3128 1.7695 2.2869
H 2.4920 0.7676 4.7501
H 2.0582 -0.6158 -0.4798
H -3.0201 -0.0246 -2.4824
H -2.0862 3.5024 -0.3486
H 3.1393 3.8292 -1.0107
H 2.1359 0.3924 -3.3461
H -1.5313 -1.6986 2.7188
H -0.6416 2.3769 1.0100
H -5.6391 2.6797 -0.3223
H -0.6355 -4.7273 -1.6489
H -4.4315 -0.5933 -1.5769
H -4.5834 0.7788 -2.6732
H 2.7560 -2.2706 0.8457
H 1.6928 -1.4995 -1.8246
H 1.5879 -4.3934 -0.7112

Cartesian forces, eV/Å:
Ni -0.0685 0.3745 0.3010
S -0.0498 -0.0644 -0.0023
Si -0.0782 -0.0505 -0.1224
O 0.1869 -0.2135 -0.2231
O -0.0047 0.0390 -0.1022
N 0.0746 -0.0438 0.0740
N -0.1018 0.3756 -0.0985
N 0.0961 -0.0490 0.0479
N -0.1792 0.1001 -0.2498
N 0.0125 -0.2040 -0.1772
N 0.0245 0.1049 -0.1038
N -0.1594 0.0607 0.1521
C -0.2182 -0.1339 -0.0329
C 0.0338 0.0113 0.0229
C 0.3386 0.0765 0.1993
C 0.1045 -0.0094 -0.0411
C 0.0149 -0.0091 0.0278
C -0.0246 -0.0076 -0.0509
C 0.0042 -0.0731 -0.0345
C -0.0486 -0.1797 0.2024
C -0.0382 0.0038 -0.0468
C 0.0148 0.0392 0.0196
C -0.0150 0.0851 0.0149
C 0.0080 0.0372 -0.0217
C 0.0239 -0.0248 0.0129
C -0.0122 0.0068 -0.0187
C 0.0638 -0.1687 0.0401
C -0.0132 0.0069 -0.0047
C 0.1824 0.0886 -0.2348
C 0.2117 -0.1391 0.1764
C 0.1291 -0.0026 0.0543
C -0.0711 -0.0175 0.0578
H -0.0075 -0.0439 -0.0234
H -0.0029 -0.0026 -0.0087
H -0.0200 0.0499 -0.0135
H 0.0498 -0.0047 -0.0396
H -0.0288 -0.0035 0.0034
H -0.0061 0.0084 0.0020
H -0.0187 -0.0375 0.0099
H -0.0133 0.0021 0.0036
H -0.0362 0.0939 -0.0462
H 0.0058 0.0052 0.0116
H -0.0360 -0.0677 0.0096
H 0.0468 0.0221 -0.0303
H 0.0369 0.0258 -0.0111
H 0.0020 -0.0008 0.0019
H 0.0031 -0.0060 -0.0051
H 0.0098 -0.0245 0.0167
H 0.0040 -0.0189 0.1191
H -0.0294 -0.0706 -0.0213
H 0.0217 0.0396 -0.0022
H 0.0037 0.0089 -0.0205
H -0.0498 -0.0681 0.2269
H -0.0095 0.0037 -0.0105
H -0.0287 -0.0425 0.0714
H -0.2171 0.0773 0.0346
H -0.0262 0.0539 0.0593
H 0.0206 0.0314 -0.0531
H -0.0392 0.0481 -0.0804
H 0.0219 0.0215 0.0287
H -0.0015 -0.0475 -0.0169
H -0.0036 -0.0094 -0.0037
H 0.0144 0.0067 -0.0027
H -0.0651 -0.0022 0.0404
H -0.0046 0.0130 0.0068
H -0.0320 0.0434 -0.0517
H 0.1039 0.0106 0.0468
H -0.1099 -0.1346 -0.0898

E_HOMO (alpha / beta)	-9.723 / -9.725	eV
net charge	+1
LUMO energy (alpha / beta)	-2.07 / -2.07	eV
DFT total energy	-95603.3096	eV
orbital gap (alpha / beta)	0.28139 / 0.28147	Eh


# 2
# C7H8Cl2O

The molecule C7H8Cl2O at a distorted geometry (ωB97M-V with the def2-TZVPD basis set, the Open Molecules 2025 dataset).

Positions of all 18 atoms, in Å:
Cl 0.4150 3.0404 0.6098
Cl -1.5431 -1.6179 -1.4538
O 0.4797 -0.3889 2.5579
C 0.0370 1.3432 0.7063
C -0.2223 1.3367 -1.8326
C -0.2304 0.7624 2.0261
C -0.2088 -0.8111 -0.5998
C -0.8053 -0.5836 2.1284
C -0.2200 0.6543 -0.4985
C 0.9944 -1.6180 -0.2987
H -1.0369 2.0139 -1.7511
H 1.2103 -1.4754 0.7992
H -1.5380 -0.9906 2.8309
H 1.6818 -1.3083 -1.1130
H -0.5739 1.3735 2.7936
H -0.2188 0.7666 -2.7898
H 0.7573 1.8660 -1.8716
H 0.7299 -2.6318 -0.1409

Cartesian forces, eV/Å:
Cl -0.0837 -0.2374 0.2797
Cl 0.8335 0.6828 0.2213
O 0.3224 -0.3340 0.1325
C -0.7312 -1.4201 -2.9492
C 1.6052 0.4316 -0.2085
C -0.8645 -1.4057 -0.9864
C -1.8085 0.1852 1.6277
C 0.5549 0.0927 -0.3619
C 1.1769 -0.5407 1.2911
C -0.6379 1.0433 1.3261
H -0.5473 1.0577 -0.7348
H 0.9813 1.0313 -1.3544
H 0.0342 0.0398 -0.2828
H 0.5587 -0.9032 1.0496
H 0.0064 1.6191 1.1306
H -0.5180 -0.1823 1.1801
H -0.7990 0.2570 -0.0562
H -0.0835 -1.4173 -1.3045

E_HOMO (alpha / beta)	-8.582 / -7.649	eV
LUMO energy (alpha / beta)	-0.25 / 0.06	eV
DFT total energy	-34475.2333	eV
orbital gap (alpha / beta)	0.30619 / 0.28320	Eh


# 3
# H3O3PS

The molecule H3O3PS at a distorted geometry (ωB97M-V with the def2-TZVPD basis set, the Open Molecules 2025 dataset).

Positions of all 8 atoms, in Å:
S 2.1702 -0.6533 0.3971
P 1.2158 1.2061 0.3735
O 1.1504 -1.4377 -0.6632
O -0.6723 0.4774 0.9455
O 0.7080 1.4357 -1.1428
H 0.2513 -1.2889 -0.2578
H -0.1963 1.1715 -1.2423
H -1.2027 0.9953 1.6150

Cartesian forces, eV/Å:
S -0.5548 0.2919 -0.4858
P -2.6432 -0.2666 1.4214
O -1.0411 0.0942 0.7617
O 1.9672 1.2575 -0.4560
O 1.1332 0.0534 0.5232
H 0.8636 -0.4845 -0.5235
H -1.0962 -0.4192 -0.1854
H 1.3713 -0.5268 -1.0556

E_HOMO	-9.531	eV
LUMO energy	-0.31	eV
DFT total energy	-26314.4256	eV
structure (SMILES)	OSP(O)O
orbital gap	0.33885	Eh


# 4
# C22H35O3Tb

A structure of composition C22H35O3Tb at a distorted geometry (ωB97M-V with the def2-TZVPD basis set, the Open Molecules 2025 dataset).

Positions of all 61 atoms, in Å:
Tb -2.1188 0.7453 -0.1210
O -4.3032 1.5325 -2.5112
O -1.3809 0.5419 -3.6336
O -2.7130 -0.0199 1.7346
C -0.3870 1.0619 -4.5679
C -0.2337 2.6146 -1.0040
C -5.2443 1.0639 -1.5111
C -0.9223 2.4451 -4.9180
C -1.9471 -0.3410 -4.5794
C 0.5135 1.6278 -0.2999
C -3.1923 -1.7864 3.3132
C 0.0029 1.5659 1.0319
C -1.0122 -2.5473 0.5404
C -1.2749 3.0977 -0.1303
C -1.3981 -2.2468 -1.7038
C -1.1910 -0.3558 3.5129
C -0.0449 -1.5926 0.0582
C -0.2616 -1.4286 -1.3493
C -2.6265 -0.4281 3.1047
C -5.1420 1.8952 -3.7123
C -6.5697 1.7299 -3.4320
C -0.7224 -0.1873 -5.5303
C -1.0573 2.5095 1.1535
C 1.0147 1.1311 -3.9916
C -6.7121 1.2601 -1.9874
C -1.8532 -2.8934 -0.5331
H 1.0368 1.6453 -3.0366
H -3.1188 0.3177 3.7178
H -4.2028 -1.9129 2.9461
H -3.1816 -1.9917 4.3764
H 1.4032 1.0818 -0.6544
H 1.4567 0.1376 -3.8466
H -2.0276 3.8466 -0.3705
H -1.5998 2.7375 2.0570
H -7.2933 0.3208 -1.8946
H -2.5303 -2.5290 2.8945
H -4.8805 2.9261 -3.9814
H -1.0649 0.0503 -6.5162
H 0.8093 -1.2385 0.6585
H -0.0683 -1.0744 -5.3845
H -0.7424 0.6358 3.4135
H -1.9926 2.4076 -5.2064
H -7.0643 2.6780 -3.5918
H -0.3703 2.9306 -5.7301
H -1.0171 -3.0380 1.5065
H -5.0000 -0.0212 -1.3827
H 0.4115 -0.9257 -2.0648
H 0.0133 3.0861 -1.9577
H -4.7641 1.3093 -4.5316
H 0.4691 1.0390 1.8671
H -2.8502 0.0967 -5.0109
H -1.1815 -0.6004 4.5683
H -2.6582 -3.6094 -0.5010
H -7.0523 1.0546 -4.1271
H -5.0528 1.5119 -0.5119
H 1.7292 1.6534 -4.6621
H -2.1609 -1.3777 -4.2352
H -0.5877 -1.1295 3.0427
H -1.7757 -2.5066 -2.6972
H -0.9230 3.1004 -3.9958
H -7.1543 1.9673 -1.2593

Cartesian forces, eV/Å:
Tb 0.6641 -3.9606 -0.1098
O -2.2895 0.5421 -0.2963
O 0.3300 -0.1132 1.2736
O -0.4826 0.6753 -0.8907
C -0.4598 -0.7434 -0.1714
C -0.4251 -0.0498 0.7768
C 0.7628 -1.6192 0.0911
C -0.4920 0.6147 0.0031
C 0.4050 -0.6769 -0.8193
C -0.1880 0.8336 0.1845
C 0.0140 -0.5228 0.5629
C 0.4511 1.0502 0.0645
C 0.4933 0.5850 -0.8642
C 1.0858 0.2980 0.2637
C 0.3246 0.5548 0.2905
C 0.5929 -0.4270 0.9974
C -0.5135 -0.7584 0.2442
C -0.6210 -0.0335 -0.0707
C 0.4818 1.2654 -1.7393
C 3.2196 0.6569 0.3217
C -1.6747 0.1743 0.3318
C -0.8144 0.5948 1.8046
C 0.7962 0.4449 -0.2999
C 0.7341 -0.3252 -0.4341
C 0.5098 -0.3080 1.3655
C 0.5841 0.1448 0.1444
H -0.1242 0.0456 0.0410
H -0.6772 0.2021 0.1175
H -0.1388 0.0668 -0.1948
H -0.2365 -0.0506 0.4388
H -0.7895 0.3067 0.1309
H -0.3041 0.0824 0.0690
H 0.2940 -0.0701 0.0535
H -0.1223 -0.1101 0.0223
H 0.4494 0.5049 -0.1127
H -0.0211 -0.2281 -0.4810
H -0.0269 -0.0862 0.3311
H 0.5391 -0.0905 -0.8411
H -0.5281 -0.0838 -0.5323
H -0.0720 0.9644 -0.5288
H -0.2238 -0.2155 -0.1260
H 0.5509 -0.2045 -0.0265
H -0.2497 0.2728 0.1441
H 0.0196 0.0156 0.2063
H -0.0734 0.4005 0.0029
H -0.4016 0.4920 -0.0276
H -0.5861 -0.2174 0.5975
H -0.3677 -0.6485 0.1954
H 0.0421 -0.5816 -0.2536
H -0.4013 -0.0339 -0.6050
H -0.2091 -0.0837 -0.0146
H 0.2474 0.0212 0.5249
H -0.1075 -0.0708 0.0497
H 0.0411 -0.3713 -0.0286
H -0.0817 0.2939 -0.5825
H -0.6176 -0.1037 0.1525
H 0.1477 0.9325 0.0644
H 0.0973 0.1672 -0.3956
H 0.2426 0.4036 0.4158
H 0.3115 -0.7478 -0.9567
H -0.1111 -0.0708 -0.8748

expectation value of S²	12.739
E_HOMO (alpha / beta)	-6.491 / -6.515	eV
2S+1	7
LUMO energy (alpha / beta)	0.10 / 0.17	eV
DFT total energy	-51955.8360	eV
orbital gap (alpha / beta)	0.24217 / 0.24549	Eh